#i
{
  "formula": "C7H12",
  "method": "ωB97M-V with the def2-TZVPD basis set",
  "species": ["C", "C", "C", "C", "C", "C", "C", "H", "H", "H", "H", "H", "H", "H", "H", "H", "H", "H", "H"],
  "positions_angstrom": [[2.22819, 0.24152, -0.00262], [-0.21807, 1.33402, 0.09150], [-1.31617, -0.76306, -0.14873], [0.68285, 0.01040, 0.16041], [-1.60597, 0.74399, -0.08290], [-0.10222, -0.87524, 1.10432], [0.06336, -0.81630, -1.02894], [0.55042, -1.71603, -1.09043], [2.86741, -0.64437, -0.30279], [-0.14271, 2.16960, 0.94977], [-2.06461, 0.96298, -0.97943], [-0.45011, -0.72276, 2.19711], [-2.45009, 1.05837, 0.68283], [2.49301, 0.61226, 0.98429], [-2.01077, -1.47515, -0.31633], [0.19780, -1.98132, 1.06278], [2.32356, 1.05722, -0.87467], [0.13946, 1.93720, -0.86291], [0.15484, -0.51005, -2.00853]],
  "lowdin_charge": [-0.043, -0.156, -0.125, -0.492, -0.214, -0.069, -0.094, 0.069, 0.083, 0.144, 0.065, 0.120, 0.145, 0.059, 0.072, 0.112, 0.115, 0.131, 0.081],
  "e_homo_ev": -9.8,
  "smiles": "C[C@]12CC[C@H](C1)C2"
}

#ii
{
  "formula": "C7H12",
  "method": "ωB97M-V with the def2-TZVPD basis set",
  "species": ["C", "C", "C", "C", "C", "C", "C", "H", "H", "H", "H", "H", "H", "H", "H", "H", "H", "H", "H"],
  "positions_angstrom": [[0.25214, -0.26437, 0.46162], [2.38874, 0.46637, -0.68884], [-1.81458, 0.33687, 0.70753], [-2.31692, -0.10484, -0.60647], [-0.47900, 1.09208, 0.66822], [-1.10493, -1.00207, 0.44511], [1.14729, -0.41956, -0.75973], [-3.20395, -0.73108, -0.38851], [-0.20805, 1.60587, 1.59490], [3.00437, 0.21814, 0.18439], [3.01103, 0.34812, -1.58197], [2.11269, 1.52487, -0.61213], [-2.47770, 0.40429, 1.56836], [-1.34794, -1.88817, 1.02641], [-0.40740, 1.78622, -0.17524], [1.44522, -1.47314, -0.85530], [0.56183, -0.17012, -1.65476], [-1.36102, -1.17941, -0.70257], [0.79813, -0.55004, 1.36899]],
  "lowdin_charge": [-0.296, -0.107, -0.343, 0.031, -0.109, -0.175, -0.237, 0.049, 0.108, 0.074, 0.071, 0.071, 0.136, 0.135, 0.113, 0.114, 0.115, 0.104, 0.144],
  "e_homo_ev": -8.1
}

It is #ii that is the least stable of them.

#i
{
  "formula": "C7H12",
  "method": "ωB97M-V with the def2-TZVPD basis set",
  "species": ["C", "C", "C", "C", "C", "C", "C", "H", "H", "H", "H", "H", "H", "H", "H", "H", "H", "H", "H"],
  "positions_angstrom": [[0.47077, -0.22290, 2.34189], [0.22965, 0.51451, 1.24594], [-1.30766, -0.33431, -0.56189], [1.22103, 1.63876, 0.87758], [-1.15003, 0.61001, 0.63788], [0.02989, -1.73338, -2.29939], [-0.34099, -0.54055, -1.45052], [1.53307, -0.33499, 2.66287], [0.97451, 2.01252, -0.16994], [2.27752, 1.31866, 0.72395], [1.11033, 2.59287, 1.37582], [-1.32192, 1.70236, 0.53937], [-1.97073, 0.33107, 1.30446], [-2.37850, -0.47800, -0.71307], [0.53979, 0.19534, -1.64575], [-0.48712, -2.73923, -2.07603], [-0.31558, -0.86730, 2.73240], [1.05694, -2.01762, -2.14878], [-0.17098, -1.64782, -3.37678]],
  "lowdin_charge": [0.032, -0.379, -0.107, -0.084, -0.194, -0.127, -0.170, 0.074, 0.074, 0.083, 0.068, 0.118, 0.103, 0.106, 0.130, 0.093, 0.060, 0.055, 0.065],
  "e_homo_ev": -8.8,
  "smiles": "C=C(C)C/C=C/C"
}

#ii
{
  "formula": "C7H12",
  "method": "ωB97M-V with the def2-TZVPD basis set",
  "species": ["C", "C", "C", "C", "C", "C", "C", "H", "H", "H", "H", "H", "H", "H", "H", "H", "H", "H", "H"],
  "positions_angstrom": [[1.04620, 1.78053, -0.38939], [1.37895, 1.74468, 0.89716], [-1.83075, -0.06908, 0.72322], [-1.52764, -0.32178, -0.71764], [1.09789, -1.50578, 0.46761], [0.48137, -1.65585, -0.70406], [-0.46740, -0.78938, -1.35918], [-1.20256, 0.72107, 1.15807], [1.12592, 2.56857, 1.54543], [1.36364, 1.02880, -1.10088], [1.96648, -2.11864, 0.62842], [-2.85524, 0.30095, 0.73462], [0.58292, 2.66766, -0.82116], [-0.47949, -0.76503, -2.45608], [0.80111, -0.87231, 1.29631], [-2.34656, -0.20041, -1.39082], [2.04651, 1.03711, 1.38349], [-1.76676, -0.95890, 1.35733], [0.58539, -2.59221, -1.25246]],
  "lowdin_charge": [-0.078, -0.090, -0.092, -0.165, -0.003, -0.191, -0.173, 0.061, 0.043, 0.042, 0.048, 0.067, 0.060, 0.111, 0.044, 0.086, 0.046, 0.081, 0.102],
  "e_homo_ev": -8.5,
  "smiles": "C=C/C=C\\C.C=C"
}

#iii
{
  "formula": "C7H12",
  "method": "ωB97M-V with the def2-TZVPD basis set",
  "species": ["C", "C", "C", "C", "C", "C", "C", "H", "H", "H", "H", "H", "H", "H", "H", "H", "H", "H", "H"],
  "positions_angstrom": [[2.37298, 0.24430, -1.27185], [-0.67980, -0.33536, 0.61597], [0.31369, -1.02457, 1.33490], [-0.12119, -0.05289, -0.91203], [1.04754, 0.75212, -0.82680], [-2.15167, -0.51358, 0.83611], [-1.52684, 0.83907, 1.07871], [1.36199, -0.86454, 1.10428], [2.42581, 0.17518, -2.37113], [-1.38201, 1.14632, 2.11053], [-2.48932, -1.10696, 1.68204], [0.05098, -1.73184, 2.11684], [-2.77471, -0.61056, -0.05026], [-1.00075, 0.43098, -1.35105], [-1.75555, 1.65204, 0.38814], [0.94879, 1.79097, -0.52087], [3.20033, 0.88165, -0.94422], [2.54644, -0.78220, -0.90104], [0.04714, -1.02173, -1.39037]],
  "lowdin_charge": [-0.123, -0.500, 0.087, -0.167, -0.176, -0.099, -0.094, 0.049, 0.079, 0.100, 0.102, 0.062, 0.101, 0.110, 0.102, 0.105, 0.070, 0.074, 0.118],
  "e_homo_ev": [-7.3, -7.5]
}

It is #iii that is the least stable of them.

#i
{
  "formula": "C7H12",
  "method": "ωB97M-V with the def2-TZVPD basis set",
  "species": ["C", "C", "C", "C", "C", "C", "C", "H", "H", "H", "H", "H", "H", "H", "H", "H", "H", "H", "H"],
  "positions_angstrom": [[0.13448, -0.36566, 0.52828], [0.53647, -1.32225, -1.38500], [-1.44439, 1.33576, 1.56115], [1.39590, -0.75992, -0.26244], [1.40467, -0.11998, -1.61422], [-0.13385, 1.11130, 0.80625], [-0.72954, -1.04002, -0.58005], [1.00791, 0.88328, -1.76757], [-2.29734, 0.91767, 1.01214], [-1.15857, -1.98066, -0.22070], [-1.52541, -0.43612, -1.03837], [2.29391, -0.33360, -2.20500], [-0.17640, 1.66085, -0.14298], [0.07188, -0.92411, 1.47025], [0.69343, -2.22608, -1.96655], [-1.42128, 0.85879, 2.54831], [0.70063, 1.54340, 1.37471], [-1.63821, 2.40390, 1.70960], [2.28572, -1.20654, 0.17219]],
  "lowdin_charge": [-0.285, -0.216, -0.111, -0.192, -0.090, -0.235, -0.110, 0.097, 0.070, 0.109, 0.109, 0.104, 0.101, 0.138, 0.126, 0.072, 0.114, 0.069, 0.129],
  "e_homo_ev": -9.5,
  "smiles": "CC[C@H]1C[C@H]2C[C@@H]12"
}

#ii
{
  "formula": "C7H12",
  "method": "ωB97M-V with the def2-TZVPD basis set",
  "species": ["C", "C", "C", "C", "C", "C", "C", "H", "H", "H", "H", "H", "H", "H", "H", "H", "H", "H", "H"],
  "positions_angstrom": [[-0.79361, -0.70047, -1.17060], [0.09391, -0.74966, 2.42832], [-1.03238, -1.15779, 0.05872], [0.35565, 0.23349, -1.27016], [-0.12508, 1.61521, -1.73567], [0.88945, 0.26026, 0.18463], [0.23678, -0.93893, 0.92136], [1.98464, 0.25919, 0.20234], [0.89854, -1.81485, 0.77454], [-0.61148, 1.56908, -2.71612], [-1.48134, -0.95204, -1.97153], [-0.63668, 0.03520, 2.64145], [-0.84755, 2.04789, -1.02837], [1.04645, -0.45808, 2.89250], [0.56237, 1.17807, 0.69628], [0.72421, 2.30244, -1.80303], [1.08298, -0.16421, -1.97761], [-0.23924, -1.67307, 2.91534], [-2.10762, -0.89173, -0.04239]],
  "lowdin_charge": [-0.124, -0.086, -0.057, -0.369, -0.074, -0.134, -0.349, 0.115, 0.137, 0.075, 0.109, 0.076, 0.084, 0.077, 0.115, 0.077, 0.132, 0.074, 0.123],
  "e_homo_ev": -8.6,
  "smiles": "C[C@@H]1C=C[C@H](C)C1"
}

#iii
{
  "formula": "C7H12",
  "method": "ωB97M-V with the def2-TZVPD basis set",
  "species": ["C", "C", "C", "C", "C", "C", "C", "H", "H", "H", "H", "H", "H", "H", "H", "H", "H", "H", "H"],
  "positions_angstrom": [[0.25705, 0.38997, -0.81347], [0.80395, -0.28051, 0.44411], [0.32095, -1.72745, 0.45419], [-0.57927, -0.62203, 0.92233], [-0.99242, -0.49626, -0.59010], [-0.49688, -1.94215, -0.80861], [-0.06878, 1.87010, -0.66274], [-1.96191, -0.16497, -0.96801], [-1.29348, -2.67577, -0.65181], [0.81741, -2.46867, 1.07231], [-1.09064, -0.45029, 1.86163], [-0.65061, 2.05207, 0.24989], [1.37964, 2.06335, 2.45179], [-0.67366, 2.20539, -1.51340], [0.80660, 0.21205, -1.74927], [1.66272, 0.00622, 1.04200], [1.05349, 1.94064, 1.79658], [0.82785, 2.49953, -0.62045], [0.03072, -2.15629, -1.74709]],
  "lowdin_charge": [-0.298, -0.189, -0.177, -0.126, -0.186, -0.104, -0.089, 0.137, 0.112, 0.130, 0.131, 0.073, 0.062, 0.077, 0.137, 0.108, 0.022, 0.072, 0.107],
  "e_homo_ev": -9.4,
  "smiles": "C[C@@H]1[C@H]2C[C@@H]3[C@H]2[C@H]13.[H][H]"
}

It is #iii that is the least stable of them.

#i
{
  "formula": "C7H12",
  "method": "ωB97M-V with the def2-TZVPD basis set",
  "species": ["C", "C", "C", "C", "C", "C", "C", "H", "H", "H", "H", "H", "H", "H", "H", "H", "H", "H", "H"],
  "positions_angstrom": [[2.47503, -0.76558, -0.18997], [0.09076, 0.25940, -1.08434], [-0.43450, -0.71801, -0.10124], [0.15152, -0.05709, 1.08876], [-3.47330, -0.16894, 0.09720], [1.21021, 0.01627, -0.04070], [2.54187, 0.71558, 0.02569], [2.70895, -1.15164, -1.17843], [0.20845, -0.08909, -2.11245], [2.85351, 1.08832, 0.99752], [2.75792, -1.41879, 0.63115], [-0.11563, 0.97404, 1.35482], [-2.63022, -0.85347, -0.05993], [0.32226, -0.68369, 1.96653], [-4.25927, -0.40048, -0.62440], [2.80377, 1.35454, -0.81321], [-3.85963, -0.29578, 1.11073], [-3.16814, 0.87324, -0.03689], [-0.18357, 1.32117, -1.03085]],
  "lowdin_charge": [-0.076, -0.131, -0.013, -0.130, -0.045, -0.461, -0.062, 0.111, 0.102, 0.108, 0.111, 0.116, -0.018, 0.102, 0.019, 0.108, 0.021, 0.021, 0.116],
  "e_homo_ev": -8.0
}

#ii
{
  "formula": "C7H12",
  "method": "ωB97M-V with the def2-TZVPD basis set",
  "species": ["C", "C", "C", "C", "C", "C", "C", "H", "H", "H", "H", "H", "H", "H", "H", "H", "H", "H", "H"],
  "positions_angstrom": [[-1.20866, -0.52224, -0.66287], [0.99654, -0.81216, 0.61193], [-0.05378, 0.08865, -1.41750], [0.81111, 1.20156, -0.86572], [0.16442, -1.16488, -0.62216], [-1.82924, -0.01061, 0.62280], [1.32416, 0.71575, 0.51305], [1.64911, 1.33719, -1.55976], [1.87953, -1.46168, 0.66206], [0.28146, 2.16091, -0.81404], [0.38395, -2.10005, -1.13465], [-1.94974, -0.95725, -1.33435], [2.39502, 0.91684, 0.63091], [-2.78386, 0.49662, 0.45012], [-0.12204, 0.00231, -2.49857], [-1.18085, 0.68793, 1.15708], [0.44128, -1.00401, 1.53740], [0.82958, 1.27863, 1.31491], [-2.02447, -0.85630, 1.29508]],
  "lowdin_charge": [-0.245, -0.147, -0.226, -0.153, -0.211, -0.063, -0.171, 0.107, 0.105, 0.108, 0.130, 0.129, 0.099, 0.075, 0.131, 0.063, 0.097, 0.091, 0.082],
  "e_homo_ev": -9.7,
  "smiles": "C[C@H]1[C@H]2CCC[C@@H]12"
}

#iii
{
  "formula": "C7H12",
  "method": "ωB97M-V with the def2-TZVPD basis set",
  "species": ["C", "C", "C", "C", "C", "C", "C", "H", "H", "H", "H", "H", "H", "H", "H", "H", "H", "H", "H"],
  "positions_angstrom": [[-0.95715, 0.66264, -1.22205], [2.10523, 0.82191, -0.11825], [1.13853, 1.39120, 0.31711], [-1.76754, 0.65228, 1.17393], [3.23306, 0.01802, -0.64013], [-1.31437, -0.05917, -0.12855], [-1.53652, -1.60641, -0.10507], [-1.69247, -2.01906, -1.07715], [-0.90508, 0.51632, 1.82421], [-2.69840, 0.24794, 1.53368], [3.39236, 0.20245, -1.71202], [0.19732, 1.86625, 0.47850], [-0.64951, 0.07663, -2.09636], [-1.96881, 1.74586, 0.88789], [-2.53190, -1.76345, 0.39337], [-0.57722, -2.02181, 0.36312], [2.93714, -1.02075, -0.49023], [-0.92981, 1.68717, -1.30115], [4.22857, 0.27792, -0.10360]],
  "lowdin_charge": [-0.015, -0.179, 0.059, -0.087, -0.116, -0.410, -0.064, 0.046, 0.067, 0.059, 0.071, 0.012, 0.074, 0.100, 0.082, 0.100, 0.067, 0.030, 0.104],
  "e_homo_ev": -8.6,
  "smiles": "C=C(C)C.C#CC"
}

It is #i that is the least stable of them.

#i
{
  "formula": "C7H12",
  "method": "ωB97M-V with the def2-TZVPD basis set",
  "species": ["C", "C", "C", "C", "C", "C", "C", "H", "H", "H", "H", "H", "H", "H", "H", "H", "H", "H", "H"],
  "positions_angstrom": [[1.65081, -0.53540, -0.49342], [2.61069, -0.32103, 0.19823], [-0.67053, 0.02646, -0.25080], [3.64044, 0.00043, 1.17539], [0.34754, -0.67389, -1.12988], [-2.85383, 0.78671, 0.38736], [-2.09707, 0.00683, -0.73108], [0.34652, -0.21035, -2.12269], [-3.66672, 1.36613, -0.10199], [-2.16971, 0.45322, -1.73934], [-0.67326, -0.40367, 0.75890], [-2.42818, -1.03968, -0.87205], [-0.40162, 1.08223, -0.13607], [-2.06256, 1.39260, 1.15638], [-3.36387, 0.06640, 1.03901], [4.18225, -0.89183, 1.50006], [0.08255, -1.73106, -1.24514], [3.13474, 0.43999, 2.04205], [4.36359, 0.71930, 0.78053]],
  "lowdin_charge": [-0.056, -0.091, -0.293, -0.113, -0.217, -0.123, -0.281, 0.118, 0.063, 0.108, 0.122, 0.111, 0.113, 0.139, 0.053, 0.074, 0.118, 0.079, 0.074],
  "e_homo_ev": -9.2,
  "smiles": "CC#CCCCC"
}

#ii
{
  "formula": "C7H12",
  "method": "ωB97M-V with the def2-TZVPD basis set",
  "species": ["C", "C", "C", "C", "C", "C", "C", "H", "H", "H", "H", "H", "H", "H", "H", "H", "H", "H", "H"],
  "positions_angstrom": [[-2.07322, -0.08368, -0.75548], [1.66740, -0.62220, -0.71775], [0.36799, -0.77519, -1.38143], [2.46621, -0.30887, 0.12959], [-0.58608, -0.09711, -0.42038], [3.21839, 0.16261, 1.29005], [-2.69361, 0.64358, 0.40983], [0.08562, -1.82576, -1.50877], [2.48847, 0.59505, 1.98630], [-0.52128, -0.55686, 0.57052], [3.94221, 0.94044, 1.03055], [-3.16948, 1.59680, 0.15000], [-3.33111, 0.03730, 1.05526], [-0.30549, 0.95015, -0.27034], [-2.42725, -1.12051, -0.87064], [-0.97186, 0.98251, 1.58244], [3.74052, -0.64804, 1.80632], [0.32959, -0.28688, -2.36053], [-2.22701, 0.41664, -1.72552]],
  "lowdin_charge": [-0.293, -0.055, -0.208, -0.092, -0.342, -0.106, -0.027, 0.115, 0.078, 0.075, 0.074, 0.045, 0.039, 0.083, 0.112, 0.200, 0.074, 0.115, 0.112],
  "e_homo_ev": [-9.1, -8.9]
}

It is #ii that is the least stable of them.